{
  "formula": "C101H217N11O13",
  "method": "ωB97M-V with the def2-TZVPD basis set",
  "orbital_gap_ev": 8.7,
  "homo_energy_ev": -8.380,
  "charge": 0,
  "energy_ha": -5558.29092,
  "relative_energy_kcal_mol": 29.3,
  "elements": ["O", "O", "O", "O", "O", "O", "O", "O", "O", "O", "O", "O", "O", "N", "N", "N", "N", "N", "N", "N", "N", "N", "N", "N", "C", "C", "C", "C", "C", "C", "C", "C", "C", "C", "C", "C", "C", "C", "C", "C", "C", "C", "C", "C", "C", "C", "C", "C", "C", "C", "C", "C", "C", "C", "C", "C", "C", "C", "C", "C", "C", "C", "C", "C", "C", "C", "C", "C", "C", "C", "C", "C", "C", "C", "C", "C", "C", "C", "C", "C", "C", "C", "C", "C", "C", "C", "C", "C", "C", "C", "C", "C", "C", "C", "C", "C", "C", "C", "C", "C", "C", "C", "C", "C", "C", "C", "C", "C", "C", "C", "C", "C", "C", "C", "C", "C", "C", "C", "C", "C", "C", "C", "C", "C", "C", "H", "H", "H", "H", "H", "H", "H", "H", "H", "H", "H", "H", "H", "H", "H", "H", "H", "H", "H", "H", "H", "H", "H", "H", "H", "H", "H", "H", "H", "H", "H", "H", "H", "H", "H", "H", "H", "H", "H", "H", "H", "H", "H", "H", "H", "H", "H", "H", "H", "H", "H", "H", "H", "H", "H", "H", "H", "H", "H", "H", "H", "H", "H", "H", "H", "H", "H", "H", "H", "H", "H", "H", "H", "H", "H", "H", "H", "H", "H", "H", "H", "H", "H", "H", "H", "H", "H", "H", "H", "H", "H", "H", "H", "H", "H", "H", "H", "H", "H", "H", "H", "H", "H", "H", "H", "H", "H", "H", "H", "H", "H", "H", "H", "H", "H", "H", "H", "H", "H", "H", "H", "H", "H", "H", "H", "H", "H", "H", "H", "H", "H", "H", "H", "H", "H", "H", "H", "H", "H", "H", "H", "H", "H", "H", "H", "H", "H", "H", "H", "H", "H", "H", "H", "H", "H", "H", "H", "H", "H", "H", "H", "H", "H", "H", "H", "H", "H", "H", "H", "H", "H", "H", "H", "H", "H", "H", "H", "H", "H", "H", "H", "H", "H", "H", "H", "H", "H", "H", "H", "H", "H", "H", "H", "H", "H", "H", "H", "H", "H", "H", "H", "H", "H", "H", "H", "H", "H", "H", "H", "H", "H", "H", "H", "H", "H", "H", "H"],
  "xyz": [[-0.101, -40.251, -5.324], [0.797, -32.411, 0.199], [-8.968, -37.993, 0.938], [-3.723, -28.302, -1.761], [4.329, -30.233, -4.795], [4.474, -26.893, 2.132], [1.722, -37.897, 1.835], [7.458, -34.822, -5.369], [-3.504, -25.807, -4.056], [7.337, -30.628, 2.039], [0.427, -34.841, 2.462], [-1.180, -32.012, 2.785], [-2.708, -32.271, -9.644], [-2.662, -33.457, -8.854], [5.188, -30.140, -5.910], [-0.972, -40.043, -4.253], [-7.689, -37.498, 1.217], [6.156, -35.554, -5.237], [-3.630, -27.834, -0.442], [-2.562, -26.839, -3.925], [0.189, -32.470, -1.154], [6.698, -31.883, 2.254], [0.232, -35.914, 3.336], [4.491, -27.250, 0.753], [-4.997, -36.859, 0.328], [-3.770, -30.258, 0.096], [0.270, -37.789, -3.673], [4.839, -33.239, 1.867], [0.277, -35.052, -0.923], [5.719, -26.695, 0.170], [-1.270, -31.084, 3.833], [-0.513, -33.779, -1.274], [4.059, -27.909, -6.564], [-6.811, -39.429, -0.325], [5.315, -28.751, -6.332], [-7.607, -36.269, 0.447], [-2.207, -32.026, -6.867], [7.087, -36.522, -3.049], [-3.123, -28.413, 1.870], [-4.977, -26.866, 1.412], [5.202, -31.379, 0.127], [-4.519, -27.962, 2.382], [5.391, -29.656, -8.712], [-5.164, -26.080, -0.923], [5.963, -35.771, -3.782], [-1.292, -37.625, 4.216], [-0.720, -40.976, -3.146], [-3.017, -35.791, -8.677], [1.606, -30.658, -1.847], [-1.634, -28.872, -5.074], [7.234, -37.755, -5.826], [5.978, -25.170, 0.334], [6.425, -36.154, -7.527], [3.198, -27.495, -1.284], [3.110, -37.842, 1.758], [4.616, -31.111, -6.887], [8.000, -32.565, 0.199], [8.912, -32.909, 2.487], [-3.067, -28.898, 0.361], [-6.143, -28.312, -0.362], [-0.933, -42.392, -3.695], [6.933, -27.399, 0.832], [-4.977, -27.333, -0.046], [-8.554, -35.129, 0.979], [2.544, -32.842, -2.022], [0.640, -32.280, -3.624], [-6.146, -35.760, 0.598], [-1.681, -39.271, -1.506], [0.465, -34.435, 5.417], [-3.111, -33.119, -7.463], [4.334, -26.803, -2.009], [6.269, -28.175, -5.197], [0.785, -40.934, -2.664], [-1.475, -25.618, -2.200], [-5.247, -38.119, 1.133], [-1.065, -38.622, -3.939], [6.124, -28.827, -7.629], [-1.036, -33.758, -2.713], [5.369, -31.030, -8.168], [4.738, -37.331, -5.977], [7.669, -32.889, 1.592], [-2.630, -27.705, -5.167], [-1.553, -36.708, 1.878], [5.897, -34.392, -3.143], [-4.588, -32.731, -7.300], [4.910, -32.496, -6.325], [4.557, -30.905, 2.504], [6.151, -36.708, -6.118], [-2.411, -26.896, -6.444], [2.212, -27.844, 1.011], [-1.183, -36.375, 3.336], [-1.203, -26.275, -3.525], [-3.611, -35.591, -7.290], [5.695, -34.343, 1.177], [0.746, -36.991, 5.452], [7.082, -34.304, 1.706], [-1.760, -37.934, -5.110], [2.697, -25.499, 0.217], [-6.699, -38.634, 0.997], [1.225, -32.125, -2.100], [-4.744, -34.486, -9.981], [-0.317, -27.603, -3.378], [4.617, -36.524, -3.624], [-6.907, -39.649, 2.122], [3.094, -30.870, -7.148], [-1.763, -33.737, -0.314], [3.137, -26.997, 0.144], [5.674, -27.098, -1.321], [-2.319, -34.714, -10.824], [-0.007, -33.637, -3.799], [0.886, -35.694, 4.627], [-7.932, -36.419, -1.053], [-1.639, -40.735, -1.970], [4.506, -37.731, -4.498], [-0.685, -37.412, 5.588], [-2.215, -35.332, 3.789], [5.377, -31.845, 1.652], [-2.045, -38.470, -2.752], [-1.520, -28.971, 0.054], [-0.564, -25.242, -4.506], [-3.240, -34.539, -9.559], [2.397, -35.484, 4.295], [-2.881, -34.468, -6.697], [-4.060, -28.386, -5.239], [-0.258, -28.399, -4.753], [-5.287, -28.737, 2.474], [-3.395, -30.972, 0.851], [-2.457, -27.533, 1.920], [2.853, -36.426, 4.036], [9.579, -32.044, 2.271], [-1.251, -34.986, -10.534], [-3.166, -35.579, 3.285], [-4.835, -35.025, -10.906], [9.429, -33.863, 2.245], [2.898, -30.201, -8.012], [-3.364, -27.619, -2.393], [6.017, -24.781, 1.374], [1.330, -37.759, 4.990], [2.458, -33.899, -2.326], [7.054, -33.946, -5.522], [-1.133, -32.233, -7.112], [5.774, -29.514, -9.684], [4.982, -31.759, -8.846], [6.957, -30.120, 2.803], [6.432, -27.809, -7.822], [2.237, -27.304, -1.766], [-1.200, -31.522, 4.820], [-2.521, -31.053, -7.203], [-2.864, -29.246, 2.466], [3.546, -38.326, -4.403], [-7.807, -40.235, 2.020], [-1.400, -29.273, -0.996], [9.022, -33.007, 0.093], [-3.494, -36.637, -9.179], [-0.808, -28.203, -2.552], [-0.700, -38.403, 3.788], [-0.797, -38.282, 6.261], [3.880, -33.263, 1.320], [-7.695, -35.479, -1.491], [-3.645, -32.022, -9.717], [1.444, -32.064, -4.348], [-2.086, -29.501, -4.265], [6.856, -33.907, -3.238], [0.741, -33.544, 4.819], [-2.349, -37.887, 4.176], [1.082, -41.829, -2.109], [-1.961, -34.356, 3.363], [-2.431, -39.203, -0.743], [-2.536, -25.766, -6.370], [4.150, -31.239, 0.009], [2.180, -27.398, 1.988], [0.717, -34.435, -3.499], [5.673, -30.443, -0.022], [-3.126, -34.244, -5.658], [3.833, -35.773, -3.879], [-1.181, -27.992, 0.329], [-3.141, -25.159, -4.671], [3.528, -36.858, 1.540], [1.509, -40.855, -3.490], [3.511, -30.744, 2.157], [5.006, -30.418, -4.133], [-1.448, -27.063, -6.902], [5.673, -35.386, -7.770], [-5.222, -33.479, -10.018], [1.041, -40.116, -2.073], [-9.328, -38.200, 1.801], [-5.041, -26.392, -1.952], [8.232, -37.336, -5.998], [-9.641, -35.479, 0.931], [-0.345, -33.867, -4.824], [3.495, -28.225, -7.459], [7.090, -36.157, -2.015], [-4.830, -30.218, 0.226], [-4.402, -27.609, 3.454], [-6.071, -35.519, 1.657], [6.534, -26.533, -1.764], [6.378, -36.967, -8.235], [2.550, -31.763, -7.426], [-2.432, -33.742, -11.361], [1.200, -27.830, 0.611], [-5.303, -33.426, -7.631], [-1.382, -33.784, 0.694], [4.201, -27.735, 2.528], [4.494, -36.754, -2.579], [-1.319, -41.512, -1.215], [8.669, -32.972, 3.555], [-2.319, -37.471, 1.914], [0.798, -39.977, -4.977], [-6.656, -40.447, -0.138], [-8.366, -34.854, 2.019], [-8.403, -34.224, 0.371], [5.252, -38.474, -4.189], [6.996, -37.664, -3.026], [4.928, -38.205, -6.655], [7.937, -36.170, -3.555], [-5.330, -35.022, -9.248], [-1.979, -24.667, -2.316], [-6.168, -25.665, -0.914], [0.153, -24.730, -3.900], [-4.325, -26.052, 1.482], [0.678, -38.162, -2.727], [7.166, -38.551, -6.522], [-4.020, -36.376, 0.427], [5.836, -28.162, -1.381], [-1.924, -42.525, -4.110], [4.438, -31.433, 3.441], [2.436, -34.900, 3.384], [-7.065, -27.803, -0.669], [7.790, -27.176, 0.264], [6.765, -28.440, 0.941], [-2.384, -34.640, -0.449], [-2.757, -35.462, -11.520], [3.366, -28.564, -1.243], [7.056, -29.323, -7.449], [-5.266, -37.869, 2.250], [0.054, -34.038, 2.900], [0.185, -27.800, -5.519], [-6.422, -28.930, 0.434], [-6.852, -39.134, 3.059], [-6.057, -40.359, 2.159], [0.994, -34.384, 6.332], [0.882, -34.964, -0.034], [-6.008, -26.490, 1.652], [-0.582, -25.373, -1.610], [4.312, -26.841, -6.613], [7.056, -38.310, -4.939], [-1.961, -36.923, -4.758], [7.674, -34.912, 1.047], [2.611, -30.421, -6.247], [4.375, -27.171, -2.985], [-1.909, -35.800, -8.593], [-1.816, -34.655, -6.862], [0.658, -27.325, -2.991], [5.205, -33.778, -3.692], [-1.207, -36.638, 6.139], [-1.921, -35.872, 1.231], [2.592, -28.858, 1.136], [-1.801, -32.966, -2.700], [-3.003, -38.753, -3.032], [4.603, -33.484, 2.871], [-0.810, -43.079, -2.876], [3.995, -36.550, -6.300], [5.499, -34.422, -2.123], [-5.034, -37.117, -0.718], [-4.004, -29.151, -6.011], [-2.132, -37.391, -2.577], [4.976, -29.914, 2.568], [-7.477, -37.225, -1.551], [3.275, -32.403, -2.722], [2.911, -32.942, -0.998], [6.999, -25.059, -0.063], [-2.521, -35.290, 4.799], [2.062, -30.127, -2.726], [-4.437, -25.248, -0.729], [1.710, -25.484, -0.350], [4.281, -32.785, -5.520], [-0.216, -42.567, -4.474], [-9.015, -36.608, -1.122], [-5.954, -34.835, 0.034], [7.172, -26.911, 1.822], [-0.570, -35.692, -0.701], [6.390, -31.400, -7.991], [-3.198, -27.114, -7.163], [4.113, -25.726, -2.072], [5.814, -28.322, -4.201], [7.254, -34.674, 2.731], [-2.376, -32.786, -0.488], [-4.645, -35.337, -7.575], [4.709, -33.362, -7.040], [8.095, -31.508, -0.021], [-4.277, -28.832, -4.245], [-0.188, -25.711, -5.401], [0.353, -31.549, 0.444], [-3.498, -30.675, -0.879], [-2.186, -30.547, 3.898], [-2.719, -38.410, -5.390], [3.343, -38.596, 0.991], [0.456, -29.244, -4.653], [5.152, -35.263, 1.271], [-1.075, -29.631, 0.794], [0.742, -30.090, -1.575], [-0.494, -30.260, 3.744], [-4.516, -38.859, 0.904], [-0.720, -38.934, -1.110], [-1.021, -37.949, -5.871], [5.512, -32.145, -0.568], [3.406, -28.168, -5.738], [-3.726, -36.444, -6.567], [2.532, -25.163, 1.268], [1.367, -37.292, 2.494], [7.474, -33.066, -0.589], [-2.076, -26.294, -1.552], [4.343, -29.300, -8.745], [3.365, -24.861, -0.284], [5.926, -32.542, -5.902], [-4.876, -27.737, -5.443], [-1.660, -29.388, -6.069], [0.123, -36.742, -3.534], [2.354, -30.496, -1.006], [0.793, -35.332, -1.866], [-1.568, -34.723, -2.816], [-5.849, -28.982, -1.137], [6.483, -27.133, -5.419], [-0.600, -34.468, 5.527], [7.207, -28.663, -5.241], [5.776, -34.148, 0.154], [-4.826, -31.761, -7.735], [2.966, -34.941, 5.054], [-4.846, -32.606, -6.201], [-7.720, -39.319, -0.924], [-0.785, -37.193, 1.288], [1.132, -36.745, 6.444], [0.984, -37.930, -4.506], [3.556, -38.076, 2.773], [7.454, -35.707, -7.572], [-6.000, -39.034, -1.027], [-0.124, -31.438, -3.731], [-1.375, -24.503, -4.775], [5.209, -24.637, -0.211], [-2.633, -40.974, -2.291], [-1.715, -31.703, 2.047], [-2.355, -32.054, -5.823]],
  "mulliken_charge": [-0.51, 0.70, -0.52, -0.11, 0.45, -0.60, -0.61, -0.66, -0.64, -0.49, 1.15, -0.17, -0.52, 0.17, -0.32, 0.06, 0.08, 1.24, 0.53, 1.01, 0.61, -0.12, 0.02, 1.00, 1.24, -1.22, -1.00, -1.48, 1.05, 1.04, -0.99, 1.66, -1.48, -1.62, 1.81, 1.76, -2.18, -1.69, -0.08, -1.69, 0.28, -0.67, -0.71, -1.57, 2.04, -1.35, 1.89, -1.38, 0.91, -0.68, -1.91, -1.70, -1.91, 1.07, -0.53, 3.61, -1.31, -1.92, 1.62, -1.87, -2.14, -1.92, 1.71, -1.76, -0.54, -0.52, -1.77, 0.54, -1.53, 2.44, -1.06, -1.62, -1.69, -0.83, -1.59, 2.68, -1.73, -1.43, -1.88, -1.09, 1.92, 1.73, -0.78, -1.11, -1.83, -2.62, -1.48, 1.20, -1.74, -1.77, 1.78, 1.64, -0.33, 1.18, -1.24, -1.68, -2.07, -1.33, 2.33, 3.08, -1.39, 0.04, -1.13, -2.07, -1.89, -0.30, 1.61, -0.83, -1.65, 1.52, 1.43, -1.86, -1.62, -0.34, -0.81, -1.71, 3.16, -2.21, -1.38, -1.65, 1.39, -1.74, -1.92, -2.01, -0.53, 0.31, 0.03, 0.50, 0.39, 0.31, 0.28, 0.10, 0.38, 0.46, 0.28, -0.38, 0.33, 0.43, -0.35, 0.47, 0.32, 0.47, 0.53, 0.41, 0.60, -0.41, 0.38, 0.71, -0.90, -0.16, 0.53, -0.69, 0.50, 0.35, -0.45, 0.40, 0.42, -0.34, 0.50, 0.41, 0.16, 0.02, 0.83, 0.25, 0.55, 0.49, 0.42, -0.25, 0.18, -0.24, 0.83, -1.23, -0.31, 0.59, -0.14, 0.94, 0.32, -0.07, 0.36, -0.17, 0.11, 0.26, 0.28, 0.15, 0.38, 0.36, 0.33, 0.35, 0.37, -0.22, 0.27, 0.27, 0.44, 0.49, 0.30, 0.52, 0.49, 0.72, 0.45, -0.11, 0.50, -0.38, 0.33, 0.74, 0.41, 0.47, 0.64, 0.41, 0.41, 0.40, 0.36, 0.43, 0.22, 0.47, 0.51, 0.46, 0.43, 0.45, 0.60, 0.49, 0.19, 0.53, -1.00, 0.21, 0.43, 0.54, 0.13, 0.42, 0.43, 0.28, 0.01, 0.39, -0.53, 0.45, 0.22, -0.28, 0.66, 0.44, 0.51, 0.36, 0.63, -0.94, 0.31, -0.11, 0.50, 0.39, 0.13, 0.52, 0.08, 0.43, 0.38, 0.48, -0.22, -0.75, 0.31, -0.74, -0.08, 0.65, 0.93, 0.49, 0.42, 0.19, 0.11, 0.34, 0.48, -0.12, 0.16, 0.37, -0.02, -0.17, 0.47, 0.51, -0.34, 0.29, -0.18, -0.38, 0.46, 0.41, 0.63, 0.42, -0.23, 0.40, 0.64, 0.42, -0.13, 0.25, -0.38, 0.31, 0.23, 0.18, 0.09, 0.36, -0.27, 0.00, 0.33, 0.62, 0.37, -0.47, 0.06, 0.33, 0.12, 0.28, 0.31, 0.15, 0.51, -0.43, 0.18, -0.05, 0.39, 0.14, 0.14, 0.17, 0.23, 0.42, 0.55, 0.55, 0.47, -0.47, -1.46, -0.61, -0.24, 0.35, 0.52, 0.27, 0.46, -1.16, 0.42, 0.42, 0.29, 0.31, 0.00, 0.38, 0.70, 0.27, 0.40, 0.20, -0.60, 0.21, 0.33, 0.37, -0.03, 0.37]
}